Record 1
Here is a molecular structure, C32H31ClCsN5O6 in a non-equilibrium geometry from the Open Molecules 2025 dataset. Energies are from ωB97M-V/def2-TZVPD.

Last column: Löwdin charge in e.
CARTESIAN COORDINATES (ANGSTROEM)
Cs  -0.539  1.237  -0.531  1.4279
C  2.739  0.445  1.657  -0.0735
N  1.906  -0.502  2.356  -0.2207
C  1.378  0.086  3.566  -0.2000
C  0.421  -0.761  4.404  -0.1648
C  -0.657  -1.590  3.676  -0.2226
N  -1.135  -1.144  2.378  0.0680
C  -1.657  0.001  2.222  -0.1863
C  -1.937  1.067  3.215  -0.1575
C  -2.855  0.858  4.230  -0.0839
C  -3.213  1.865  5.116  -0.1517
C  -2.631  3.120  4.944  -0.1469
C  -1.721  3.359  3.940  -0.0436
C  -1.308  2.344  3.025  -0.4526
O  -0.429  2.538  2.125  -0.2250
C  2.501  -1.812  2.444  -0.2034
C  2.550  -2.515  1.078  -0.1498
C  1.206  -2.373  0.362  -0.2362
N  1.077  -3.038  -0.924  0.0637
C  1.764  -2.670  -1.919  -0.1351
C  2.854  -1.661  -2.027  -0.1737
C  4.131  -2.168  -2.234  -0.0995
C  5.251  -1.361  -2.360  -0.1524
C  5.059  0.020  -2.310  -0.1413
C  3.802  0.551  -2.146  -0.0477
C  2.626  -0.250  -2.000  -0.4562
O  1.486  0.297  -1.843  -0.4058
H  3.677  0.658  2.210  0.0886
H  2.196  1.383  1.541  0.0836
H  3.004  0.083  0.667  0.0714
H  0.859  0.992  3.249  0.0930
H  2.197  0.421  4.241  0.1196
H  -0.060  -0.055  5.087  0.1030
H  0.980  -1.464  5.035  0.0957
H  -1.504  -1.721  4.361  0.1019
H  -0.256  -2.596  3.504  0.0805
H  -1.960  0.218  1.197  -0.0059
H  -3.316  -0.122  4.316  0.1037
H  -3.941  1.685  5.897  0.0708
H  -2.902  3.932  5.614  0.0819
H  -1.273  4.339  3.819  0.0931
H  1.904  -2.410  3.135  0.0995
H  3.531  -1.771  2.866  0.1172
H  2.785  -3.572  1.240  0.1092
H  3.354  -2.106  0.465  0.0919
H  0.967  -1.309  0.297  0.0756
H  0.427  -2.784  1.015  0.0608
H  1.574  -3.230  -2.839  0.1054
H  4.248  -3.249  -2.274  0.1022
H  6.236  -1.791  -2.495  0.0717
H  5.910  0.689  -2.403  0.0839
H  3.656  1.625  -2.114  0.0993
O  -5.421  0.731  -4.260  0.0889
C  -5.342  -0.575  -4.174  -0.5371
O  -5.852  -1.326  -4.980  0.0323
C  -4.640  -1.089  -2.969  -0.0569
C  -4.492  -2.415  -2.602  -0.5698
Cl  -4.916  -3.840  -3.444  0.7617
N  -3.799  -2.448  -1.437  -0.0732
N  -3.493  -1.206  -1.028  0.1801
C  -3.963  -0.385  -1.941  -0.1175
C  -3.671  1.090  -1.765  -0.6187
O  -4.058  1.862  -2.686  0.0155
O  -3.036  1.388  -0.752  -0.3000
C  -3.388  -3.513  -0.598  -0.1845
C  -2.168  -3.373  0.047  0.0011
C  -1.752  -4.363  0.921  -0.0666
C  -2.540  -5.484  1.143  -0.0960
C  -3.764  -5.604  0.500  -0.1023
C  -4.202  -4.612  -0.365  -0.0533
H  -4.994  1.195  -3.429  0.0143
H  -1.560  -2.491  -0.111  0.0971
H  -0.805  -4.242  1.430  0.0900
H  -2.206  -6.256  1.825  0.0926
H  -4.397  -6.463  0.680  0.0919
H  -5.171  -4.686  -0.835  0.0836

Results
net charge	-2
spin multiplicity	1
energy relative to the best compared isomer or geometry (same formula, charge and spin)	20.49	kcal per mole
highest occupied orbital energy	-0.07780	Ha
lowest unoccupied orbital energy	3.89	eV
frontier orbital gap	6.00	eV



Record 2
Here is a molecular structure, C32H31CoN4O6S2 from the Open Molecules 2025 dataset. Energies are from ωB97M-V/def2-TZVPD.

Last column: natural (NBO) charge in e.
CARTESIAN COORDINATES (ANGSTROEM)
Co  -0.060  -0.142  -1.801  1.5011
C  4.344  -1.077  -1.500  -0.6828
C  2.842  -1.220  -1.450  0.2986
N  2.073  -0.191  -1.441  -0.3532
N  2.651  1.047  -1.367  -0.4370
C  2.129  1.958  -2.110  -0.0676
S  0.956  1.727  -3.335  -0.4038
S  2.730  3.607  -1.799  0.2239
C  2.918  3.592  0.035  -0.5592
C  4.228  3.084  0.566  0.0766
C  4.334  1.833  1.168  -0.2250
C  5.546  1.402  1.686  -0.2046
C  6.670  2.213  1.618  -0.2341
C  6.572  3.463  1.024  -0.2179
C  5.360  3.892  0.505  -0.2423
C  2.265  -2.563  -1.465  -0.2244
C  2.973  -3.645  -0.938  -0.1640
C  2.469  -4.931  -0.965  -0.3110
C  1.218  -5.156  -1.541  -0.2073
C  0.501  -4.117  -2.088  -0.2594
C  0.995  -2.786  -2.090  0.3935
O  0.318  -1.849  -2.663  -0.8304
H  4.612  -0.048  -1.724  0.2496
H  4.746  -1.739  -2.267  0.2216
H  4.799  -1.346  -0.543  0.2150
H  2.076  3.025  0.427  0.2352
H  2.798  4.645  0.292  0.2202
H  3.466  1.188  1.214  0.2295
H  5.612  0.423  2.147  0.2048
H  7.614  1.874  2.024  0.2028
H  7.438  4.111  0.971  0.2025
H  5.288  4.864  0.028  0.2045
H  3.936  -3.468  -0.470  0.1949
H  3.036  -5.752  -0.544  0.1945
H  0.805  -6.159  -1.552  0.1941
H  -0.473  -4.282  -2.533  0.2041
C  -5.710  -4.351  -1.145  -0.2516
O  -5.270  -4.114  0.173  -0.4978
C  -4.218  -3.265  0.323  0.3494
C  -3.787  -3.073  1.657  -0.3560
C  -2.724  -2.257  1.897  -0.1052
C  -2.022  -1.572  0.874  -0.3858
C  -0.866  -0.776  1.156  0.5795
C  -0.372  -0.553  2.578  -0.6966
O  -0.169  -0.214  0.295  -0.7074
C  -2.484  -1.731  -0.496  0.5703
O  -2.004  -1.136  -1.493  -0.7710
C  -3.590  -2.627  -0.705  -0.4356
H  -6.554  -5.032  -1.067  0.1867
H  -4.926  -4.811  -1.753  0.1806
H  -6.033  -3.427  -1.634  0.1768
H  -4.298  -3.590  2.459  0.2112
H  -2.410  -2.146  2.925  0.1964
H  -0.986  -0.989  3.357  0.2049
H  -0.301  0.524  2.742  0.2239
H  0.638  -0.960  2.640  0.2377
H  -3.892  -2.757  -1.736  0.2175
O  -2.643  2.505  4.320  -0.7169
C  -3.261  3.386  3.411  0.1148
N  -2.919  2.889  2.105  -0.6242
C  -3.465  3.451  0.993  0.6640
O  -4.214  4.411  1.071  -0.6299
C  -3.085  2.811  -0.293  -0.1961
C  -3.934  2.913  -1.390  -0.1126
C  -3.582  2.281  -2.567  -0.2646
C  -2.389  1.580  -2.620  0.1050
N  -1.552  1.515  -1.586  -0.4797
C  -1.891  2.117  -0.458  0.0837
H  -2.791  2.823  5.213  0.4757
H  -2.889  4.412  3.515  0.1602
H  -4.350  3.407  3.539  0.1565
H  -2.528  1.959  2.079  0.4179
H  -4.850  3.482  -1.291  0.2307
H  -4.224  2.326  -3.436  0.2188
H  -2.075  1.062  -3.517  0.2150
H  -1.166  2.050  0.345  0.2112

Results
net charge	-1
<S²>	3.76
spin multiplicity	4
highest occupied orbital energy (alpha / beta)	-0.15850 / -0.15827	Ha
lowest unoccupied orbital energy (alpha / beta)	2.14 / 2.14	eV
frontier orbital gap (alpha / beta)	6.45 / 6.45	eV



Record 3
Here is C32H31F6N3O6 in the gas phase in a non-equilibrium geometry from the Open Molecules 2025 dataset. Energies are from ωB97M-V/def2-TZVPD.

Last column: Löwdin charge in e.
CARTESIAN COORDINATES (ANGSTROEM)
C  4.814  3.467  1.046  -0.0746
N  4.478  2.593  2.126  -0.1489
C  5.119  2.867  3.421  -0.0380
C  6.444  2.165  3.441  -0.5089
F  7.118  2.360  4.599  0.1347
F  6.229  0.803  3.250  0.1026
F  7.208  2.586  2.355  0.0962
C  3.607  1.560  1.900  -0.2272
C  2.738  1.073  2.910  -0.0071
C  1.718  0.205  2.585  -0.0281
C  1.508  -0.263  1.255  -0.1764
C  0.225  -0.903  0.864  -0.0470
C  0.302  -1.877  -0.272  -0.1995
C  -0.218  -3.180  -0.151  -0.0138
C  -0.058  -4.082  -1.169  -0.0112
C  0.568  -3.695  -2.375  -0.2509
N  0.774  -4.606  -3.411  -0.1609
C  1.452  -5.870  -3.198  -0.0534
C  -0.207  -4.601  -4.527  -0.0461
C  0.088  -3.577  -5.578  -0.5410
F  -0.622  -3.772  -6.731  0.1154
F  -0.215  -2.310  -5.107  0.0902
F  1.411  -3.586  -5.903  0.1183
C  0.978  -2.362  -2.539  0.0187
C  0.786  -1.432  -1.507  -0.0429
C  -1.375  -0.060  0.520  -0.1108
C  -2.167  -0.125  -0.795  -0.0612
C  -3.400  0.783  -1.058  -0.1646
C  -3.253  2.017  -1.743  -0.0048
C  -4.357  2.833  -2.018  0.0217
C  -5.638  2.420  -1.618  -0.1636
N  -6.773  3.201  -1.981  -0.3199
O  -7.913  2.809  -1.639  0.0536
O  -6.595  4.252  -2.639  0.0525
C  -5.808  1.211  -0.910  0.0217
C  -4.694  0.410  -0.653  -0.0190
C  -2.272  -0.539  1.643  -0.4064
O  -2.959  -1.543  1.552  0.1297
O  -2.160  0.071  2.868  0.0826
C  -1.766  1.465  2.920  -0.5146
C  -2.926  2.331  2.531  0.0326
C  -1.269  1.729  4.319  0.0265
O  -0.664  1.749  2.020  0.0629
C  -0.800  1.343  0.712  -0.4374
O  -0.330  1.950  -0.201  0.1579
C  2.610  -0.073  0.383  -0.0064
C  3.578  0.917  0.624  0.0135
H  3.948  3.656  0.388  0.1061
H  5.139  4.427  1.446  0.0893
H  5.618  3.083  0.401  0.0878
H  5.276  3.950  3.449  0.1405
H  4.478  2.485  4.214  0.1226
H  2.813  1.492  3.936  0.1143
H  1.034  -0.129  3.370  0.1129
H  -0.253  -1.321  1.781  0.1393
H  -0.773  -3.478  0.757  0.1286
H  -0.398  -5.109  -1.101  0.1172
H  1.574  -6.019  -2.118  0.0866
H  0.846  -6.675  -3.638  0.0844
H  2.446  -5.839  -3.673  0.0894
H  -0.189  -5.571  -4.997  0.1261
H  -1.195  -4.375  -4.143  0.1412
H  1.453  -2.031  -3.457  0.1132
H  1.052  -0.389  -1.634  0.1189
H  -1.434  0.099  -1.587  0.1202
H  -2.525  -1.169  -0.883  0.1341
H  -2.265  2.319  -2.073  0.1140
H  -4.240  3.799  -2.500  0.1196
H  -6.801  0.956  -0.551  0.1194
H  -4.832  -0.555  -0.148  0.1211
H  -3.301  2.138  1.527  0.0897
H  -3.752  2.199  3.225  0.1039
H  -2.642  3.381  2.578  0.1080
H  -0.520  0.986  4.583  0.0821
H  -0.826  2.719  4.394  0.1032
H  -2.092  1.644  5.028  0.1004
H  2.748  -0.619  -0.562  0.1080
H  4.301  1.233  -0.133  0.1112

Results
net charge	0
spin multiplicity	1
highest occupied orbital energy	-0.29393	Ha
lowest unoccupied orbital energy	-0.85	eV
frontier orbital gap	7.15	eV